Entry 1:
C2H8N4 | wB97M-V/def2-TZVPD

Values from the calculation:
Electronic energy, a.u.: -299.803644
Energy relative to the best compared isomer or geometry (same formula, charge and spin), kcal per mole: 142.49
Charge: 0

Atoms and positions in Å:
C: 1.388 -1.293 1.234
C: -0.751 0.230 -0.001
H: 1.132 -0.441 1.886
H: 1.690 -2.272 1.917
H: 2.470 -1.507 0.682
H: 0.836 -2.142 -0.249
H: -1.373 -0.239 0.734
H: -2.315 1.610 0.236
H: -0.987 1.468 -2.444
H: -0.280 2.491 -1.884
N: 0.327 -1.361 0.396
N: 0.335 -0.193 -0.483
N: -1.257 1.497 -0.270
N: -1.215 2.152 -1.754

For reference, the Mulliken charges in units of e are: number 1, C, carries -0.71; number 2, C, carries 0.07; number 3, H, carries 0.27; number 4, H, carries 0.23; number 5, H, carries 0.23; number 6, H, carries 0.28; number 7, H, carries 0.36; number 8, H, carries 0.29; number 9, H, carries 0.25; number 10, H, carries 0.25; number 11, N, carries -0.24; number 12, N, carries -0.54; number 13, N, carries -0.21; number 14, N, carries -0.53

---

Entry 2:
C4H7NO2 | wB97M-V/def2-TZVPD

Values from the calculation:
Electronic energy, a.u.: -361.731843
SMILES: C[C@]1(O)C[C@@H]1N=O
Energy relative to the best compared isomer or geometry (same formula, charge and spin), kcal per mole: 93.51
Charge: 0

Atoms and positions in Å:
C: 0.443 1.439 0.226
C: -0.432 0.231 0.005
O: -1.609 0.487 -0.691
C: -0.430 -0.912 0.958
C: 0.141 -1.140 -0.426
N: 1.522 -1.246 -0.571
O: 1.933 -1.516 -1.694
H: -0.069 2.141 0.886
H: 0.648 1.934 -0.721
H: 1.385 1.147 0.679
H: -1.975 1.337 -0.408
H: -1.364 -1.402 1.181
H: 0.290 -0.889 1.761
H: -0.484 -1.611 -1.184

For reference, the Mulliken charges in units of e are: number 1, C, carries -1.49; number 2, C, carries 1.06; number 3, O, carries -0.55; number 4, C, carries -0.95; number 5, C, carries -0.08; number 6, N, carries -0.12; number 7, O, carries -0.36; number 8, H, carries 0.42; number 9, H, carries 0.34; number 10, H, carries 0.38; number 11, H, carries 0.34; number 12, H, carries 0.29; number 13, H, carries 0.29; number 14, H, carries 0.44

---

Entry 3:
C29H30MoN4O | wB97M-V/def2-TZVPD

Values from the calculation:
Electronic energy, a.u.: -1484.945940
Energy relative to the best compared isomer or geometry (same formula, charge and spin), kcal per mole: 23.94
Multiplicity: 3
Charge: +2

Atoms and positions in Å:
Mo: 0.584 0.642 0.525
C: 4.101 -2.717 -2.278
C: 4.071 -3.231 -0.990
C: 3.430 -2.542 0.030
C: 2.820 -1.323 -0.253
C: 2.847 -0.803 -1.542
C: 3.485 -1.501 -2.554
N: 2.052 -0.653 0.738
C: 2.463 -0.608 2.109
C: 3.758 -0.739 2.587
C: 3.988 -0.603 3.953
C: 2.958 -0.333 4.850
C: 1.660 -0.176 4.386
C: 1.449 -0.308 3.027
N: 0.216 -0.174 2.326
N: -0.851 -0.662 2.694
C: -1.768 -0.727 1.593
C: -3.029 -1.228 1.772
C: -3.810 -1.439 0.627
C: -3.280 -1.166 -0.617
C: -1.986 -0.650 -0.712
N: -1.248 -0.434 0.373
H: 4.603 -3.260 -3.065
H: 4.539 -4.181 -0.774
H: 3.381 -2.974 1.019
H: 2.409 0.166 -1.768
H: 3.513 -1.091 -3.553
H: 4.571 -0.952 1.908
H: 4.997 -0.712 4.328
H: 3.171 -0.242 5.905
H: 0.837 0.051 5.050
H: -3.376 -1.465 2.768
H: -4.811 -1.832 0.726
H: -3.847 -1.338 -1.520
H: -1.546 -0.399 -1.669
C: 2.585 2.972 -1.412
C: 2.370 3.716 -0.098
C: 2.654 2.824 1.102
C: 1.028 4.407 -0.051
C: 0.957 5.789 -0.196
C: -0.264 6.443 -0.176
C: -1.436 5.725 -0.009
C: -1.435 4.339 0.145
C: -2.752 3.611 0.315
C: -3.056 2.693 -0.868
C: -2.888 2.915 1.672
C: -0.177 3.729 0.107
O: -0.118 2.338 0.278
H: 3.569 2.503 -1.453
H: 2.481 3.639 -2.267
H: 1.830 2.181 -1.554
H: 3.120 4.510 -0.048
H: 2.228 1.796 0.974
H: 2.274 3.210 2.047
H: 3.716 2.588 1.195
H: 1.872 6.352 -0.321
H: -0.302 7.517 -0.287
H: -2.385 6.246 0.009
H: -3.512 4.397 0.295
H: -2.286 1.931 -0.993
H: -3.106 3.255 -1.800
H: -4.016 2.194 -0.727
H: -2.057 2.235 1.873
H: -3.817 2.342 1.713
H: -2.914 3.639 2.485

For reference, the Mulliken charges in units of e are: number 1, Mo, carries -0.41; number 2, C, carries -0.55; number 3, C, carries -0.76; number 4, C, carries -0.37; number 5, C, carries 0.77; number 6, C, carries -0.16; number 7, C, carries -0.90; number 8, N, carries 0.31; number 9, C, carries 1.00; number 10, C, carries -0.45; number 11, C, carries -0.83; number 12, C, carries -0.63; number 13, C, carries -0.79; number 14, C, carries -0.11; number 15, N, carries 1.40; number 16, N, carries -1.10; number 17, C, carries 0.40; number 18, C, carries -0.64; number 19, C, carries -0.33; number 20, C, carries -0.73; number 21, C, carries -0.22; number 22, N, carries 0.23; number 23, H, carries 0.43; number 24, H, carries 0.42; number 25, H, carries 0.57; number 26, H, carries 0.16; number 27, H, carries 0.45; number 28, H, carries 0.63; number 29, H, carries 0.45; number 30, H, carries 0.45; number 31, H, carries 0.52; number 32, H, carries 0.59; number 33, H, carries 0.48; number 34, H, carries 0.49; number 35, H, carries 0.55; number 36, C, carries -1.15; number 37, C, carries 0.29; number 38, C, carries -1.25; number 39, C, carries 0.53; number 40, C, carries -1.18; number 41, C, carries -1.29; number 42, C, carries -1.15; number 43, C, carries -0.24; number 44, C, carries 0.23; number 45, C, carries -1.24; number 46, C, carries -1.15; number 47, C, carries 1.55; number 48, O, carries -0.17; number 49, H, carries 0.45; number 50, H, carries 0.50; number 51, H, carries -0.04; number 52, H, carries 0.72; number 53, H, carries 0.80; number 54, H, carries 0.43; number 55, H, carries 0.50; number 56, H, carries 0.48; number 57, H, carries 0.42; number 58, H, carries 0.45; number 59, H, carries 0.66; number 60, H, carries -0.03; number 61, H, carries 0.41; number 62, H, carries 0.44; number 63, H, carries -0.08; number 64, H, carries 0.42; number 65, H, carries 0.39

---

Entry 4:
C25H31BO3S | wB97M-V/def2-TZVPD

Values from the calculation:
Electronic energy, a.u.: -1620.035332
SMILES: CO[C@@H](B1OC(C)(C)C(C)(C)O1)c1ccccc1.Cc1ccc(-c2ccccc2)s1
Energy relative to the best compared isomer or geometry (same formula, charge and spin), kcal per mole: 0.00
Charge: 0

Atoms and positions in Å:
C: -0.696 3.309 -0.036
O: -1.888 2.548 0.271
C: -1.786 1.442 1.144
B: -2.974 0.439 0.949
O: -3.187 -0.727 1.628
C: -3.912 -1.550 0.658
C: -2.898 -2.571 0.151
C: -5.061 -2.211 1.414
C: -4.427 -0.472 -0.435
C: -3.859 -0.638 -1.838
C: -5.922 -0.210 -0.487
O: -3.908 0.806 0.026
C: -0.723 0.440 0.705
C: -0.111 -0.387 1.665
C: 0.870 -1.290 1.273
C: 1.213 -1.418 -0.078
C: 0.542 -0.665 -1.048
C: -0.454 0.235 -0.669
H: -0.923 3.837 -0.966
H: -0.479 4.026 0.771
H: 0.184 2.673 -0.217
H: -1.687 1.760 2.183
H: -3.348 -3.314 -0.513
H: -2.053 -2.106 -0.367
H: -2.467 -3.119 0.992
H: -5.656 -2.835 0.728
H: -4.683 -2.859 2.220
H: -5.723 -1.463 1.878
H: -4.089 -1.603 -2.298
H: -4.294 0.143 -2.467
H: -2.775 -0.485 -1.859
H: -6.476 -1.070 -0.887
H: -6.297 0.096 0.502
H: -6.079 0.666 -1.132
H: -0.437 -0.273 2.699
H: 1.332 -1.932 2.024
H: 1.957 -2.162 -0.378
H: 0.764 -0.814 -2.108
H: -0.974 0.837 -1.420
C: -9.409 2.141 2.317
C: -8.000 1.765 2.553
C: -7.493 0.805 3.417
C: -6.062 0.836 3.497
C: -5.490 1.907 2.798
C: -4.185 2.481 2.932
C: -3.820 3.606 2.162
C: -2.967 4.550 2.707
C: -2.412 4.320 3.975
C: -2.477 3.045 4.548
C: -3.324 2.086 3.993
S: -6.712 2.607 1.756
H: -10.044 1.694 3.086
H: -9.495 3.235 2.379
H: -9.770 1.823 1.330
H: -8.150 0.128 3.955
H: -5.474 0.186 4.128
H: -4.240 3.725 1.167
H: -2.753 5.470 2.170
H: -1.866 5.123 4.478
H: -1.894 2.819 5.448
H: -3.343 1.055 4.359

For reference, the Mulliken charges in units of e are: number 1, C, carries -0.85; number 2, O, carries -0.31; number 3, C, carries 0.52; number 4, B, carries -0.02; number 5, O, carries -0.42; number 6, C, carries 2.03; number 7, C, carries -1.80; number 8, C, carries -1.69; number 9, C, carries 1.60; number 10, C, carries -1.63; number 11, C, carries -1.71; number 12, O, carries -0.18; number 13, C, carries -0.18; number 14, C, carries -0.34; number 15, C, carries -0.77; number 16, C, carries -0.44; number 17, C, carries -0.96; number 18, C, carries -0.02; number 19, H, carries 0.27; number 20, H, carries 0.27; number 21, H, carries 0.35; number 22, H, carries 0.26; number 23, H, carries 0.38; number 24, H, carries 0.19; number 25, H, carries 0.41; number 26, H, carries 0.35; number 27, H, carries 0.40; number 28, H, carries 0.21; number 29, H, carries 0.34; number 30, H, carries 0.39; number 31, H, carries 0.22; number 32, H, carries 0.37; number 33, H, carries 0.01; number 34, H, carries 0.48; number 35, H, carries 0.38; number 36, H, carries 0.40; number 37, H, carries 0.37; number 38, H, carries 0.37; number 39, H, carries 0.62; number 40, C, carries -1.28; number 41, C, carries 0.75; number 42, C, carries -0.82; number 43, C, carries -0.49; number 44, C, carries 0.61; number 45, C, carries 0.68; number 46, C, carries -0.34; number 47, C, carries -0.66; number 48, C, carries -0.63; number 49, C, carries -0.59; number 50, C, carries -0.49; number 51, S, carries -0.20; number 52, H, carries 0.38; number 53, H, carries 0.31; number 54, H, carries 0.27; number 55, H, carries 0.38; number 56, H, carries 0.44; number 57, H, carries 0.28; number 58, H, carries 0.47; number 59, H, carries 0.37; number 60, H, carries 0.41; number 61, H, carries 0.29